Record 1
# C4H11NS

2 unconnected molecules or ions with the total composition C4H11NS in a non-equilibrium geometry (ωB97M-V with the def2-TZVPD basis set, OMol25).

```
17
Properties=species:S:1:pos:R:3:forces:R:3
C 2.1917 -0.8043 -1.1794 0.486 -0.793 -0.779
S 2.5727 0.6618 -0.2608 -0.542 0.810 0.262
C 3.0119 1.7756 -1.6357 1.020 -0.485 0.367
H 3.0813 -1.0477 -1.7820 -0.262 -0.205 0.040
H 2.0132 -1.6339 -0.4920 0.079 0.111 0.163
H 1.3281 -0.7749 -1.8517 -0.029 0.428 0.167
H 3.0187 2.8091 -1.2910 -0.312 -0.010 0.066
H 2.4127 1.6540 -2.5331 -0.242 -0.004 0.116
H 4.0579 1.5308 -1.8612 -0.188 0.144 -0.391
C -2.0631 0.0728 1.9201 0.024 -0.869 0.796
C -3.3724 -0.1238 1.6918 1.871 0.813 -1.465
N -3.9250 -1.3970 1.4691 -0.742 0.454 0.561
H -1.3995 -0.7921 1.9399 -0.090 0.061 0.355
H -1.5728 0.9986 2.1900 -0.295 0.236 -0.385
H -3.8486 0.7504 1.2475 -0.948 -0.266 0.703
H -3.4126 -2.1286 1.9413 0.162 0.004 -0.469
H -4.0941 -1.5504 0.4873 0.007 -0.432 -0.108
```
Forces are in eV/Å.

Summary:
Orbital gap (alpha / beta) (eV): 2.18 / 8.75
Calculated total energy (Eh): -611.83813
Total charge: -1
HOMO energy (alpha / beta) (eV): 1.342 / -5.020
ΔE to the lowest compared entry with this formula, charge and spin (kJ/mol): 243.0
Spin multiplicity: 2

Record 2
# C4H11NS

A single C4H11NS molecule in a non-equilibrium geometry (ωB97M-V with the def2-TZVPD basis set, OMol25).

```
17
Properties=species:S:1:pos:R:3:forces:R:3
C -2.3917 1.1469 -1.8790 -1.367 -0.213 -0.687
C -1.2049 0.3745 -1.3509 0.784 1.154 1.021
N -1.1112 0.5918 0.1299 1.082 -0.360 -0.624
C 0.2654 0.8700 0.5664 0.277 -0.040 0.141
C 1.4220 -0.1073 0.1295 -1.670 0.947 -1.700
S 1.4812 -1.4815 1.2433 0.666 -0.909 0.126
H -2.2615 2.2223 -2.0173 0.570 -0.013 0.532
H -3.2863 1.0431 -1.2193 0.669 -0.165 -0.528
H -2.6566 0.8377 -2.9016 -0.093 -0.310 0.289
H -1.1960 -0.6972 -1.5028 -0.488 -0.227 -0.600
H -0.2747 0.7538 -1.8348 -0.559 -0.186 0.311
H -1.4104 -0.2677 0.5802 -0.044 0.107 0.076
H 0.5146 1.8859 0.2516 -0.010 0.026 -0.024
H 0.2514 0.8335 1.6611 0.047 0.334 -0.157
H 2.2879 0.4210 -0.2591 0.838 0.158 1.344
H 1.1969 -0.4966 -0.8871 -0.579 -0.524 0.734
H 2.2172 -0.9945 2.2611 -0.124 0.221 -0.252
```
Forces are in eV/Å.

Summary:
SMILES: CCNCCS
Orbital gap (eV): 9.68
Calculated total energy (Eh): -611.90492
Total charge: 0
HOMO energy (eV): -8.773
ΔE to the lowest compared entry with this formula, charge and spin (kJ/mol): 97.7
Spin multiplicity: 1

Record 3
# C4H11NS

A single C4H11NS molecule in a non-equilibrium geometry (ωB97M-V with the def2-TZVPD basis set, OMol25).

```
17
Properties=species:S:1:pos:R:3:forces:R:3
C -0.1231 0.6571 2.2398 -1.578 3.541 -2.419
N -0.8538 0.2630 0.9990 1.900 -1.788 -1.541
C 0.1504 0.1856 -0.1717 -0.212 2.227 -0.302
C 0.7607 -1.1744 -0.1061 3.245 -0.577 -0.496
C -0.6319 0.3962 -1.4847 1.310 1.126 0.162
S 0.4818 -0.1118 -2.8819 -0.543 0.415 -0.029
H -0.0565 -0.1101 2.8968 0.504 -2.190 2.181
H -0.7440 1.4871 2.6291 0.342 -0.546 0.505
H 0.8244 1.1640 2.0100 0.015 -0.650 0.083
H -1.0216 -0.7895 1.0256 -0.430 2.078 0.761
H 0.9518 0.9882 -0.1069 -0.997 -0.847 0.254
H -0.0092 -1.8717 0.1489 -0.271 -0.776 0.351
H 1.5661 -1.0662 0.7173 -1.244 -0.931 -1.219
H 1.2411 -1.6202 -1.0738 -0.583 1.138 1.789
H -1.0290 1.4426 -1.6371 0.424 -1.339 0.340
H -1.3639 -0.3242 -1.2809 -1.869 -0.819 -0.853
H -0.1432 0.4843 -3.9237 -0.011 -0.064 0.432
```
Forces are in eV/Å.

Summary:
SMILES: CN[C@@H](C)CS
Orbital gap (eV): 9.97
Calculated total energy (Eh): -611.88064
Total charge: 0
HOMO energy (eV): -9.050
ΔE to the lowest compared entry with this formula, charge and spin (kJ/mol): 161.4
Spin multiplicity: 1

Record 4
# C4H11NS

2 unconnected molecules or ions with the total composition C4H11NS in a non-equilibrium geometry (ωB97M-V with the def2-TZVPD basis set, OMol25).

```
17
Properties=species:S:1:pos:R:3:forces:R:3
C -2.8714 1.4429 -0.2741 -0.734 0.407 1.102
C -1.5900 1.4253 -0.6921 -1.594 0.121 -0.796
N -0.7999 2.4234 -1.3407 -1.285 1.421 0.583
H -3.4806 0.5640 0.1592 1.614 1.272 -0.854
H -3.4508 2.4095 -0.1871 0.849 -1.024 -0.309
H -1.0526 0.5345 -0.8585 0.162 -1.459 0.547
H -0.8793 2.1919 -2.3032 0.805 -0.877 -1.250
H -1.3142 3.3046 -1.4309 0.111 0.132 0.961
C 0.0427 -0.7611 1.6575 -0.565 3.415 -1.147
C 1.2144 -0.4037 0.6360 -1.624 -2.259 -0.610
S 1.9729 -2.0003 0.0201 0.416 0.513 0.680
H 0.4336 -1.4707 2.3288 0.382 -0.698 1.021
H -0.9832 -1.0446 1.3719 0.755 -0.416 -0.863
H -0.2042 0.2333 2.1490 0.560 -1.137 0.060
H 1.9348 0.0817 1.2475 0.848 0.486 0.084
H 1.0440 0.1244 -0.3265 -0.350 0.158 1.211
H 1.2113 -2.1069 -1.0506 -0.351 -0.058 -0.421
```
Forces are in eV/Å.

Summary:
SMILES: C=CN.CCS
Orbital gap (eV): 9.77
Calculated total energy (Eh): -611.86813
Total charge: 0
HOMO energy (eV): -8.896
ΔE to the lowest compared entry with this formula, charge and spin (kJ/mol): 194.3
Spin multiplicity: 1

Record 5
# C4H11NS

A single C4H11NS molecule in a non-equilibrium geometry (ωB97M-V with the def2-TZVPD basis set, OMol25).

```
17
Properties=species:S:1:pos:R:3:forces:R:3
C 0.0752 -0.1434 -2.4156 -0.321 -2.499 -1.738
C -0.9582 -0.2832 -1.2994 0.054 3.489 1.042
N -2.1827 0.6466 -1.7483 2.875 -0.708 3.485
C -0.4555 0.3059 0.0563 0.915 1.451 1.990
C 0.8469 -0.3564 0.7313 -2.519 -1.834 -1.607
S 1.3096 0.0169 2.3881 -0.538 0.969 1.524
H 0.3470 0.8622 -2.7287 -0.047 0.155 0.669
H 0.9940 -0.8120 -2.3417 -1.056 0.969 0.353
H -0.4497 -0.5673 -3.3334 0.651 0.449 0.792
H -1.2065 -1.2782 -0.9711 -0.425 -0.773 -0.927
H -2.8282 0.6349 -0.9493 0.253 0.192 -0.276
H -2.6440 0.1474 -2.4247 -1.386 -1.440 -2.302
H -1.1688 0.1867 0.8718 -0.779 -0.282 -0.326
H -0.3576 1.4453 0.0503 0.252 -1.422 -0.487
H 1.6414 -0.1163 0.1530 2.528 0.906 -1.999
H 0.7802 -1.4592 0.6122 -0.341 0.498 0.207
H 2.1668 -0.9778 2.6551 -0.115 -0.118 -0.399
```
Forces are in eV/Å.

Summary:
SMILES: C[C@H](N)CCS
Orbital gap (eV): 9.85
Calculated total energy (Eh): -611.89609
Total charge: 0
HOMO energy (eV): -8.953
ΔE to the lowest compared entry with this formula, charge and spin (kJ/mol): 120.9
Spin multiplicity: 1

Record 6
# C4H11NS2

A single C4H11NS2 molecule in a non-equilibrium geometry (ωB97M-V with the def2-TZVPD basis set, OMol25).

```
18
Properties=species:S:1:pos:R:3:forces:R:3
C 0.8921 -3.8837 -1.7441 -1.501 1.854 0.093
C -0.1185 -2.6567 -1.5710 0.795 -1.699 -1.154
N 0.5402 -1.6467 -0.7624 -0.259 0.472 -0.802
C -0.0671 -0.3430 -0.9371 -0.389 1.456 2.106
C 0.7212 0.8962 -0.3494 0.727 -1.904 -0.798
S 0.4690 1.4073 1.3605 -0.022 0.422 0.051
S -1.3841 2.3137 1.3889 -0.593 -0.341 -0.035
H 0.4884 -4.6466 -1.1119 0.236 -0.881 0.210
H 1.8050 -3.4700 -1.3315 0.478 -0.506 -0.351
H 0.9351 -4.1983 -2.7898 0.308 -0.068 0.315
H -1.0389 -3.0756 -1.1640 -0.268 0.277 0.415
H -0.4219 -2.3057 -2.5743 0.466 0.394 0.524
H 0.5040 -1.9620 0.1974 0.048 0.305 0.188
H -0.2301 -0.0970 -1.9933 0.023 -0.497 0.215
H -1.0186 -0.2514 -0.3615 -0.077 -0.245 -0.828
H 1.8255 0.7187 -0.4780 -0.958 0.391 0.155
H 0.3826 1.6981 -0.9595 0.192 0.967 -0.451
H -1.3528 3.5304 0.7684 0.793 -0.396 0.148
```
Forces are in eV/Å.

Summary:
SMILES: CCNCCSS
Orbital gap (eV): 9.23
Calculated total energy (Eh): -1010.09593
Total charge: 0
HOMO energy (eV): -8.754
ΔE to the lowest compared entry with this formula, charge and spin (kJ/mol): 111.5
Spin multiplicity: 1

Record 7
# C4H11NS2

2 unconnected molecules or ions with the total composition C4H11NS2 (ωB97M-V with the def2-TZVPD basis set, OMol25).

```
18
Properties=species:S:1:pos:R:3:forces:R:3
C 3.0013 1.2141 1.7332 -0.237 -0.181 -0.113
N 2.1107 0.4780 1.2308 0.258 0.029 -0.085
C 1.9424 -0.8490 1.7946 -0.182 -0.044 0.336
C 0.4731 -1.1192 2.0886 -0.311 -0.001 0.026
H 3.6049 0.8913 2.5883 0.109 0.106 0.017
H 3.1767 2.1921 1.2949 0.040 0.072 0.121
H 2.3012 -1.5731 1.0613 0.024 0.067 -0.100
H 2.5424 -0.9733 2.7094 0.040 -0.063 -0.098
H 0.2419 -2.1836 2.1155 0.119 -0.070 -0.058
H 0.1536 -0.7146 3.0495 0.124 0.164 -0.006
H -0.1432 -0.6518 1.3188 0.038 -0.068 -0.032
C -0.7813 -1.2422 -2.2944 -0.071 0.237 0.140
S -0.6704 0.4277 -1.5877 -0.011 -0.148 0.020
S -2.3810 0.4944 -0.4598 0.033 0.142 0.078
H -1.1302 -1.9162 -1.5188 0.100 -0.137 0.027
H 0.2278 -1.5105 -2.6010 0.005 -0.058 -0.033
H -1.4604 -1.2842 -3.1379 -0.045 0.044 -0.145
H -3.1387 1.2666 -1.2545 -0.032 -0.091 -0.095
```
Forces are in eV/Å.

Summary:
SMILES: C=NCC.CSS
Orbital gap (eV): 9.49
Calculated total energy (Eh): -1010.09485
Total charge: 0
HOMO energy (eV): -8.783
ΔE to the lowest compared entry with this formula, charge and spin (kJ/mol): 114.3
Spin multiplicity: 1